1.
Computed, not measured: the molecule C4H3BrOS at a distorted geometry, with the ωB97M-V functional and the def2-TZVPD basis.

Positions of all 10 atoms, in Å:
Br  3.20455  0.75296  1.33232
O  2.34622  -0.39773  0.23737
C  0.84550  -0.22995  0.20928
C  0.20855  0.23395  -0.84994
C  -1.20710  0.17310  -0.67760
C  -1.55924  -0.30171  0.50279
S  -0.19640  -0.77605  1.48412
H  0.87243  0.60246  -1.69447
H  -1.99775  0.47143  -1.37813
H  -2.51676  -0.52844  0.83426

Cartesian forces (eV/Å) of the 3 atoms listed first:
0.039 0.332 0.304
-3.596 -0.128 -0.292
3.654 -0.980 1.627

Calculated values
SMILES = BrOc1cccs1
Gap between HOMO and LUMO = 9.102 eV
LUMO = -0.33 eV

---

2.
Computed, not measured: a cluster of 2 separate species, C4H8NO2 in total at a distorted geometry, with the ωB97M-V functional and the def2-TZVPD basis.

Positions of all 15 atoms, in Å:
C  -2.88156  1.30557  0.28860
C  3.01002  -0.65359  0.15704
C  0.71471  0.06616  -0.39748
C  1.56160  -0.93483  -0.14109
N  -2.85713  0.08247  -0.18318
O  -3.71687  -0.65439  0.42516
O  -2.17161  -0.34513  -1.17051
H  -3.45910  1.52402  1.26493
H  3.74404  -1.42012  0.13587
H  3.34619  0.09019  -0.43076
H  3.12234  -0.28689  1.27940
H  0.93208  1.09674  -0.74900
H  -0.42928  0.03399  -0.41045
H  1.28467  -1.84539  0.20305
H  -2.20011  1.94120  -0.27157

Cartesian forces (eV/Å) of the 3 atoms listed first:
0.928 1.603 0.564
-0.892 -0.509 3.840
-2.154 0.376 -0.710

Calculated values
Gap between HOMO and LUMO = 6.629 eV
Total charge = -1
LUMO = 3.59 eV

---

3.
Computed, not measured: a cluster of 11 separate species, C5H32NO10 in total at a distorted geometry, with the ωB97M-V functional and the def2-TZVPD basis.

Positions of all 48 atoms, in Å:
C  -0.26822  0.49864  1.89813
C  1.18825  0.90013  2.38489
C  1.85339  -0.34000  2.82273
C  1.99220  -1.33707  1.64414
C  2.55545  -1.55715  -0.68760
N  2.27932  -0.86457  0.39158
H  -0.41965  -0.59947  1.95104
H  -1.14447  1.18128  2.27403
H  -0.41073  0.67316  0.91015
H  1.65522  1.66782  1.71930
H  1.06814  1.71314  3.07084
H  2.85816  -0.11914  3.22468
H  1.32567  -0.79916  3.69208
H  2.55687  -2.23981  1.91539
H  0.88667  -1.72382  1.59078
H  2.72889  -1.14367  -1.55245
H  2.56768  -2.64820  -0.63581
H  2.13721  0.26028  0.19476
H  -4.01938  0.98451  2.38884
H  -3.74264  0.99581  3.77303
O  -3.24263  0.88024  2.97415
H  -2.03026  -1.77294  -1.50885
H  -3.33009  -2.24112  -1.29354
O  -2.68033  -1.67924  -0.84485
H  1.94492  4.81703  0.10547
H  1.16657  3.36875  -0.00411
O  1.99253  3.91014  0.27107
H  -1.00203  -1.46919  -4.01087
H  -2.51772  -1.86297  -3.70750
O  -1.60132  -1.86370  -3.34845
H  -2.38926  -3.11189  1.97419
H  -1.74418  -2.12573  1.08884
O  -1.59120  -2.85402  1.54773
H  0.32958  -3.60087  0.95905
H  1.47845  -4.41762  0.56541
O  1.17566  -3.56321  0.48031
H  3.65483  1.35562  -0.63585
H  2.68316  2.55438  -0.49983
O  2.70842  1.56966  -0.66304
H  -2.72671  0.08815  -0.73498
H  -3.32448  1.53318  -1.00914
O  -2.71329  0.89162  -1.23355
H  -1.29508  1.94197  -3.51356
H  -2.35173  1.14837  -3.08302
O  -1.84228  1.24166  -3.90395
H  0.11491  4.16588  -2.08418
H  1.36139  3.81289  -2.52172
O  0.55050  3.30160  -2.24407

Cartesian forces (eV/Å) of the 3 atoms listed first:
-0.571 1.185 2.337
-2.810 1.880 -1.176
2.724 0.019 0.408

Calculated values
Gap between HOMO and LUMO = 9.347 eV
Total charge = +1
LUMO = -3.43 eV

---

4.
Computed, not measured: a structure of composition C22H23MnN3OS2 at a distorted geometry, with the ωB97M-V functional and the def2-TZVPD basis.

Positions of all 52 atoms, in Å:
Mn  0.98549  0.66845  0.39453
C  -1.47610  2.95015  -0.48895
C  -0.12238  3.68524  -0.30771
C  0.02143  5.06096  -0.62459
C  1.23058  5.63603  -0.58640
C  2.40280  4.83199  -0.22617
C  3.68467  5.39521  -0.17950
C  4.74160  4.57493  0.10570
C  4.51125  3.20192  0.44867
C  3.24556  2.65814  0.52270
S  3.20868  0.93866  1.00644
C  2.15681  3.45905  0.13921
N  0.89123  2.94354  0.07764
H  -1.58467  2.66444  -1.53678
H  -2.29171  3.72008  -0.36161
H  -1.62498  2.08531  0.15520
H  -0.89298  5.56337  -0.87083
H  1.41683  6.69129  -0.67638
H  3.76326  6.47277  -0.38391
H  5.71730  5.00247  0.23248
H  5.36395  2.53263  0.61619
C  -3.71235  -3.56489  0.32510
C  -3.35943  -2.53066  -0.72633
N  -2.74533  -1.27350  -0.06983
C  -3.61745  -0.08576  -0.04360
C  -4.92031  -0.30710  0.74495
C  -1.56201  -1.21148  0.48140
S  -1.14191  0.06739  1.54824
N  -0.78003  -2.33440  0.34040
C  0.39475  -2.13503  -0.19376
O  0.71431  -1.06454  -0.87494
C  1.37013  -3.28869  -0.09281
C  1.00577  -4.50304  0.42473
C  1.91136  -5.58281  0.46026
C  3.22559  -5.43341  0.02384
C  3.56497  -4.17866  -0.48917
C  2.66994  -3.14016  -0.57115
H  -4.37561  -4.29966  -0.21480
H  -4.42100  -3.20010  1.14127
H  -2.84730  -3.96408  0.73817
H  -4.28344  -2.20246  -1.28790
H  -2.51873  -2.84873  -1.33722
H  -3.92263  0.20130  -1.03821
H  -3.04279  0.65169  0.41854
H  -5.59919  -0.84836  0.15596
H  -5.46061  0.66138  0.79828
H  -4.78018  -0.72513  1.70940
H  0.00123  -4.72776  0.77380
H  1.44622  -6.45816  0.90649
H  3.86122  -6.28388  0.19819
H  4.64199  -3.98362  -0.74928
H  2.93420  -2.14234  -0.95593

Cartesian forces (eV/Å) of the 3 atoms listed first:
-0.599 -0.419 -0.345
-0.127 2.287 -0.241
-0.589 -1.391 -0.144

Calculated values
Gap between HOMO and LUMO (spin up / spin down) = 7.323 / 7.486 eV
⟨S²⟩ = 8.7568
Multiplicity = 6
LUMO (spin up / spin down) = -0.07 / -0.14 eV

---

5.
Computed, not measured: the molecule C4H12N2O, with the ωB97M-V functional and the def2-TZVPD basis.

Positions of all 19 atoms, in Å:
N  2.28421  0.94144  0.71537
C  1.71091  -0.39810  0.85659
C  0.20526  -0.29990  1.00317
C  -0.51574  0.25561  -0.24506
N  0.18144  -0.07989  -1.47186
C  -1.94562  -0.27375  -0.23674
O  -2.68610  0.21682  -1.34441
H  3.29315  0.86625  0.71359
H  2.00330  1.35969  -0.16217
H  1.97625  -1.01806  0.00468
H  2.12451  -0.83948  1.76633
H  -0.24075  -1.23659  1.36612
H  0.03783  0.39846  1.83375
H  -0.50846  1.34172  -0.16242
H  -0.34448  0.36348  -2.22613
H  0.11581  -1.07554  -1.67017
H  -2.42792  -0.01143  0.70538
H  -1.88707  -1.35807  -0.33414
H  -3.37653  0.84734  -1.11187

Cartesian forces (eV/Å) of the 3 atoms listed first:
0.058 0.036 0.349
0.011 0.234 0.015
-0.141 0.404 0.469

Calculated values
SMILES = NCC[C@@H](N)CO
Gap between HOMO and LUMO = 9.883 eV
LUMO = 0.83 eV

---

6.
Computed, not measured: a structure of composition C40H42BeN7OS2Te at a distorted geometry, with the ωB97M-V functional and the def2-TZVPD basis.

Positions of all 94 atoms, in Å:
Be  -17.04974  -12.31740  -2.94627
S  -18.42475  -11.35972  -1.82425
C  -18.67507  -12.92231  -0.94667
N  -19.47692  -12.99970  0.16300
N  -19.90149  -11.83024  0.67596
C  -20.75595  -11.78318  1.77131
C  -21.07755  -12.96153  2.47793
C  -21.88971  -12.89193  3.58002
C  -22.37928  -11.67920  4.02356
C  -22.05590  -10.54456  3.30963
C  -21.28444  -10.57235  2.15995
N  -18.10305  -14.01049  -1.33757
N  -17.25276  -13.83107  -2.42592
C  -16.65506  -14.96660  -2.94047
C  -16.13921  -14.90590  -4.19499
C  -15.26805  -15.84337  -4.69172
C  -14.91126  -16.91875  -3.89059
C  -15.49293  -17.09109  -2.63757
C  -16.42403  -16.15891  -2.20499
H  -19.69773  -10.94495  0.17157
H  -20.68919  -13.89385  2.09247
H  -22.08326  -13.80524  4.17995
H  -22.97483  -11.57341  4.92628
H  -22.39078  -9.57132  3.67735
H  -21.07591  -9.69999  1.58605
H  -16.50812  -14.07434  -4.82686
H  -14.90029  -15.76972  -5.70127
H  -14.23059  -17.66181  -4.20473
H  -15.15615  -17.90761  -2.01464
H  -16.88801  -16.22676  -1.21116
S  -19.33427  -13.37500  -5.08672
C  -19.66960  -13.05048  -6.68861
N  -20.56817  -13.82456  -7.34504
C  -20.89801  -13.68621  -8.73780
C  -20.74446  -12.20743  -9.16426
C  -19.35676  -11.74089  -8.76812
N  -19.14543  -12.02974  -7.37547
H  -20.88963  -14.62727  -6.82797
H  -21.94084  -13.98653  -8.87859
H  -20.28888  -14.29873  -9.36068
H  -21.51224  -11.63454  -8.68636
H  -20.90246  -12.14024  -10.24311
H  -19.23369  -10.66336  -8.89719
H  -18.60220  -12.25999  -9.33132
H  -18.53913  -11.43537  -6.83018
C  -11.40198  -16.62546  0.32804
C  -12.07615  -15.49839  -0.42819
C  -13.27457  -14.97601  0.01761
C  -13.91389  -13.91945  -0.61329
C  -15.32602  -13.67645  -0.18140
C  -13.32046  -13.40145  -1.76952
Te  -13.81426  -11.49317  -2.55355
N  -15.56948  -11.73794  -3.55140
C  -15.36932  -11.15764  -4.77754
O  -14.30606  -11.17975  -5.37066
C  -16.51481  -10.34083  -5.33070
C  -17.34921  -9.65040  -4.43191
C  -18.32177  -8.77130  -4.87990
C  -18.38052  -8.41242  -6.22114
C  -17.46399  -9.00006  -7.12902
C  -16.53494  -9.91970  -6.68604
C  -14.41239  -10.20042  -0.96061
C  -14.58340  -10.58634  0.37229
C  -15.04027  -9.65139  1.29759
C  -15.19211  -8.32529  0.94342
C  -14.84710  -7.94941  -0.33610
C  -14.50705  -8.87163  -1.32797
C  -14.18881  -8.34573  -2.68091
C  -12.13332  -13.93037  -2.30742
C  -11.47047  -13.44489  -3.59042
C  -11.55742  -14.97999  -1.62930
H  -11.14404  -16.30659  1.29963
H  -10.46917  -16.88526  -0.17314
H  -12.02891  -17.51330  0.45701
H  -13.80072  -15.36618  0.92042
H  -15.46229  -13.78006  0.91872
H  -15.97165  -14.41134  -0.61690
H  -15.75109  -12.73132  -0.47447
H  -17.28425  -9.82022  -3.38053
H  -18.94538  -8.33138  -4.10700
H  -19.10561  -7.67541  -6.54634
H  -17.47167  -8.71670  -8.15612
H  -15.81044  -10.35035  -7.35553
H  -14.35094  -11.60671  0.67847
H  -15.25983  -9.96996  2.32556
H  -15.46994  -7.60037  1.69013
H  -14.93357  -6.90425  -0.53379
H  -14.27915  -7.28164  -2.71129
H  -14.81638  -8.75317  -3.48252
H  -13.13288  -8.59698  -2.92327
H  -12.18924  -13.27381  -4.38746
H  -10.78050  -14.20121  -3.95774
H  -10.93558  -12.49808  -3.42939
H  -10.65987  -15.42429  -2.02604

Cartesian forces (eV/Å) of the 3 atoms listed first:
0.102 -0.201 0.451
0.225 -0.475 0.404
-0.932 1.456 0.771

Calculated values
Gap between HOMO and LUMO (spin up / spin down) = 5.243 / 5.910 eV
⟨S²⟩ = 0.7864
Multiplicity = 2
LUMO (spin up / spin down) = -0.57 / -0.57 eV